1.
Below is 8 unconnected molecules or ions with the total composition C28H75N3O11, with properties calculated with ωB97M-V/def2-TZVPD.

The geometry in XYZ format:
```
117
Properties=species:S:1:pos:R:3:forces:R:3
C -3.953016 -2.870639 3.040800 -0.562 -0.766 1.377
O -2.809790 -2.097462 3.154492 0.458 0.835 -0.006
C -2.998038 -0.693649 3.151222 0.113 0.331 0.087
C -1.669333 -0.044911 3.480649 0.784 0.320 -1.570
N -1.083107 -0.392247 4.723018 -0.305 -0.132 1.834
C 0.248914 0.148284 4.992874 -0.405 -1.018 -0.518
C 0.275583 1.666184 4.990634 -0.611 -0.833 -1.360
O 1.570635 2.039621 5.284961 1.490 0.679 0.862
C 1.696217 3.424700 5.526291 -1.676 0.584 -0.404
H -3.579472 -3.885987 3.171459 -0.330 -0.192 -0.242
H -4.510506 -2.795547 2.109354 0.106 0.265 -0.370
H -4.656192 -2.684565 3.889193 0.283 0.047 -0.521
H -3.747091 -0.351333 3.904747 0.212 -0.489 -0.409
H -3.313148 -0.349334 2.138135 0.027 -0.118 0.581
H -1.808539 1.038791 3.386666 -0.061 -0.160 0.170
H -0.911371 -0.296148 2.707592 -0.502 0.033 -0.436
H -1.092589 -1.394660 4.897826 -0.076 0.325 -0.253
H 0.993322 -0.256732 4.275957 -0.077 0.403 -0.054
H 0.533351 -0.276414 5.955189 0.146 0.427 0.204
H -0.510584 2.027252 5.651841 0.131 0.322 0.491
H 0.027392 2.042278 3.971523 -0.081 -0.112 0.348
H 1.009234 3.695348 6.342489 0.292 0.087 0.097
H 1.311823 4.000765 4.652404 0.356 -0.237 0.205
H 2.691902 3.783026 5.762043 0.271 -0.610 -0.033
C 3.073439 2.109637 2.429957 0.823 0.660 0.346
O 3.214164 1.024809 1.553477 -0.783 -0.521 0.168
C 4.557829 0.587024 1.408955 -0.389 0.761 0.148
C 4.548318 -0.778353 0.748411 0.640 0.355 -0.059
N 4.055913 -0.826096 -0.603514 0.771 -0.036 -0.581
C 4.973012 -0.272083 -1.613421 -0.427 0.080 0.029
C 4.270693 -0.368418 -2.952936 -1.302 0.076 0.075
O 4.975325 0.228123 -3.995151 0.937 0.253 -0.010
C 4.193393 0.231352 -5.148464 -1.093 -0.497 -0.489
H 3.563158 2.985694 1.984715 0.107 0.124 0.136
H 3.555784 1.900775 3.410482 -0.460 0.083 -0.464
H 2.028272 2.382214 2.567794 -0.083 -0.406 0.008
H 5.038197 0.553564 2.401255 -0.104 -0.158 -0.163
H 5.059818 1.388804 0.833325 0.255 -0.580 -0.041
H 4.005933 -1.501538 1.353733 -0.156 0.114 0.243
H 5.600188 -1.084388 0.758928 -0.056 -0.280 -0.182
H 3.116334 -0.489874 -0.712243 -0.356 0.336 0.133
H 5.808969 -0.985587 -1.653539 0.269 0.674 0.120
H 5.298760 0.798566 -1.440034 -0.113 -1.079 -0.068
H 3.270004 0.121125 -2.947448 0.272 -0.109 0.544
H 4.050477 -1.427895 -3.159904 0.223 -0.021 -0.093
H 3.877244 -0.815772 -5.381869 0.441 0.527 -0.291
H 4.702764 0.719893 -5.990015 0.092 -0.370 0.395
H 3.236055 0.757656 -4.980616 0.259 0.145 0.055
C -3.114310 -3.667256 -1.523642 -0.671 0.107 0.707
O -2.260862 -4.147063 -0.493591 -1.002 -0.375 -0.742
C -1.626418 -3.120745 0.211470 -0.008 0.811 -0.679
C -0.575341 -3.756331 1.037936 0.879 0.890 0.276
N 0.463459 -4.332600 0.229215 0.377 -1.070 0.345
C 1.495578 -3.475232 -0.255212 0.692 -0.073 -1.159
C 2.397513 -4.197151 -1.265163 -0.412 -0.434 -0.440
O 1.671564 -4.690040 -2.416871 0.598 0.234 1.100
C 1.310600 -3.638973 -3.249516 -0.760 0.618 -0.968
H -2.608992 -2.903928 -2.127077 0.013 -0.038 -0.034
H -4.057277 -3.212233 -1.093421 0.876 -0.353 -0.343
H -3.408126 -4.508809 -2.160032 0.161 0.140 0.187
H -2.292178 -2.519305 0.823558 -0.496 0.026 0.152
H -1.176710 -2.453269 -0.529871 0.187 0.211 0.042
H -1.059536 -4.490558 1.650597 -0.099 -0.642 0.470
H -0.132074 -3.003317 1.712417 -0.136 -0.243 -0.133
H 0.080123 -4.906149 -0.505798 -0.071 -0.028 -0.155
H 2.212925 -3.227761 0.511385 -0.019 0.507 0.708
H 1.127117 -2.557174 -0.735100 0.026 0.260 0.197
H 2.838944 -5.071657 -0.779181 -0.132 -0.004 -0.128
H 3.216403 -3.552227 -1.628673 -0.306 0.034 0.320
H 0.525549 -2.954591 -2.822078 0.751 -0.427 -0.135
H 0.861922 -4.097558 -4.131707 -0.065 0.043 -0.047
H 2.177310 -3.045589 -3.620104 -0.330 -0.173 0.473
C -0.655656 4.068756 1.023846 0.589 0.432 1.275
C -1.923194 3.490034 0.513949 -1.097 0.071 -0.898
O -2.254022 2.409275 1.375700 -0.004 0.057 -0.092
H -0.386769 5.047833 0.595159 -0.110 -0.482 -0.009
H 0.166104 3.350689 0.920053 -0.011 0.219 -0.156
H -0.818762 4.202209 2.116571 0.294 0.128 -0.547
H -1.831055 3.178452 -0.548778 0.034 -0.180 0.430
H -2.731021 4.251361 0.512084 0.282 -0.244 0.158
H -3.068400 1.974991 1.080634 -0.048 -0.028 -0.157
C -2.649234 0.059839 -4.336235 0.021 -0.312 0.460
C -3.524196 1.304034 -4.173363 0.904 -0.197 -1.089
O -3.237571 2.014873 -3.012868 0.806 1.070 1.076
H -1.582608 0.301553 -4.309531 -0.105 0.329 -0.094
H -2.833174 -0.444533 -5.280104 -0.169 -0.043 -0.155
H -2.776564 -0.668134 -3.528333 -0.265 0.088 -0.026
H -4.578652 1.118405 -4.050489 -0.424 -0.521 -0.680
H -3.301252 1.934068 -5.061086 -0.661 -0.200 0.299
H -2.471602 2.580249 -3.185314 -0.118 -0.208 0.260
C 2.676248 4.125914 -1.750177 0.401 -0.465 0.131
C 1.349651 3.742949 -2.340413 -0.241 -0.696 -1.054
O 1.268831 2.435207 -2.924061 0.192 0.074 -0.042
H 2.948379 3.435853 -0.945957 0.097 0.072 0.002
H 2.576420 5.124197 -1.331891 0.169 0.177 0.081
H 3.473007 4.120875 -2.510482 -0.274 -0.016 0.277
H 1.189028 4.382465 -3.205768 -0.344 0.315 0.087
H 0.540331 3.869683 -1.626628 -0.144 0.142 0.208
H 1.217585 1.746655 -2.241985 0.143 0.356 0.343
C -5.969490 -0.805180 -0.529017 -0.348 0.014 -0.374
C -4.651274 -0.065710 -0.516391 1.005 -0.802 1.296
O -4.661628 1.120209 0.295743 -0.354 0.410 -0.624
H -6.292609 -0.930237 0.509581 -0.115 -0.021 -0.211
H -5.870408 -1.810560 -0.993179 0.033 0.643 0.254
H -6.735366 -0.248506 -1.089799 0.103 -0.185 0.221
H -4.210605 0.137966 -1.488990 -0.126 0.052 -0.159
H -3.944763 -0.697728 0.057648 -0.101 0.023 -0.616
H -4.912026 1.855599 -0.280025 -0.051 -0.048 0.158
C -0.871427 0.094856 -1.165139 -0.171 -0.536 -0.934
C -0.057631 0.361563 0.037929 1.592 0.408 0.081
O 1.202936 0.941463 -0.488587 -0.359 -0.113 0.868
H -0.964406 1.021931 -1.729696 -0.439 -0.031 -0.041
H -1.844985 -0.360192 -0.922042 0.294 0.423 -0.146
H -0.313285 -0.605029 -1.808500 -0.256 0.070 0.054
H 0.175215 -0.579249 0.548933 0.019 0.200 0.233
H -0.572961 1.067308 0.689860 0.257 -0.097 0.187
H 1.856005 1.157409 0.224396 -0.705 -0.488 -0.386
```
Forces are in eV/Å.

Results
Gap between HOMO and LUMO in eV: 8.787
Total charge: 0
E_LUMO in Eh: 0.0187

=====

2.
Below is a molecular structure, C28H77MgN5O9, with properties calculated with ωB97M-V/def2-TZVPD.

The geometry in XYZ format:
```
120
Properties=species:S:1:pos:R:3:forces:R:3
Mg -1.440779 1.601191 -2.678735 -1.153 -0.939 2.504
C -3.562579 2.712451 -0.074685 -0.275 0.056 0.209
C -3.841909 3.032281 -1.576815 0.377 0.444 0.584
O -2.750419 3.041271 -2.462435 0.163 -1.163 0.389
H -4.442969 2.970201 0.514025 -0.672 -0.146 -0.218
H -2.842399 3.342181 0.447685 0.702 0.159 -0.618
H -3.332759 1.673271 0.160665 0.232 -0.140 -0.333
H -4.342549 3.999831 -1.540855 0.317 0.636 -0.212
H -4.685969 2.417641 -1.889695 0.125 -0.743 -0.224
C 0.680151 -1.367599 -0.705935 -1.039 -0.238 -0.139
C -0.522319 -0.502979 -0.232555 0.626 1.069 -0.535
O -1.096719 0.381661 -1.152115 0.006 -0.126 -0.607
H 0.344081 -2.181149 -1.348815 -0.172 -0.135 0.024
H 1.139881 -1.847549 0.158015 0.199 0.107 0.140
H 1.425271 -0.838899 -1.300395 0.044 0.413 0.345
H -0.150879 0.079291 0.610705 0.424 0.421 0.403
H -1.238279 -1.141319 0.285155 -0.451 -0.496 -0.418
C 4.240261 0.253171 -2.795865 -1.128 1.003 -1.743
C 3.969211 0.202551 -4.362765 1.609 -0.134 1.034
O 2.757641 0.830541 -4.731125 -0.736 0.265 0.742
H 4.153211 1.316651 -2.573305 0.018 0.074 0.369
H 5.244501 -0.043879 -2.493605 -0.203 -0.378 -0.279
H 3.440041 -0.258669 -2.261295 0.255 -0.219 0.119
H 3.987531 -0.832619 -4.703605 -0.077 -0.029 -0.137
H 4.787741 0.744331 -4.836665 0.171 -0.188 -0.080
H 2.808131 1.310161 -5.561195 0.413 -0.185 -0.051
C -1.717169 -4.657409 -2.078435 -0.269 -0.470 -0.500
C -0.821219 -5.177089 -0.970605 0.809 0.062 -1.329
O -1.357959 -6.339399 -0.381135 -0.466 0.371 0.637
H -1.172139 -3.938699 -2.690395 -0.104 0.381 0.336
H -2.676409 -4.281249 -1.722805 0.232 0.442 0.284
H -2.029769 -5.409259 -2.803075 0.327 -0.525 0.168
H -0.538659 -4.323479 -0.354485 -0.629 -0.035 1.000
H 0.160071 -5.451069 -1.358025 0.096 -0.058 -0.639
H -0.706629 -6.686899 0.232535 -0.033 -0.119 0.069
C 0.496951 3.586591 -1.426055 -0.872 0.563 0.945
C 0.694261 3.467471 -2.897885 0.815 2.816 0.100
C 2.133211 3.895321 -3.296875 -0.765 0.291 1.050
O 2.346301 5.238281 -2.810085 1.484 -1.183 -1.579
C 3.754751 5.596601 -2.972445 -0.956 0.946 0.687
N 0.339981 2.160991 -3.361845 1.526 -0.157 -1.460
H 0.771161 2.690821 -0.868825 0.195 0.005 0.033
H -0.563939 3.793531 -1.285425 -0.304 -0.497 0.302
H 0.938041 4.499801 -1.026575 0.519 -0.256 -0.073
H -0.001859 4.189001 -3.325565 0.078 0.113 -0.338
H 2.289001 3.733631 -4.363495 0.061 0.556 -0.352
H 2.845941 3.244271 -2.790665 0.164 -0.298 0.163
H 4.436501 4.878111 -2.517375 -0.192 -0.173 0.178
H 3.822491 6.559681 -2.466475 0.197 -0.160 0.256
H 4.117671 5.817481 -3.976235 -0.587 -0.457 -0.465
H 1.211631 1.669911 -3.223435 -0.122 -1.363 0.566
H 0.411181 2.213691 -4.367955 -0.493 -0.071 -0.684
C -1.243159 1.323431 6.516705 0.790 -0.148 -0.115
C -1.167409 2.564811 5.595865 0.544 -0.404 2.007
C -0.543529 2.149051 4.207665 -0.960 1.199 -0.847
O -0.076569 3.215991 3.383165 0.059 -1.121 -0.009
C 0.161101 2.747841 2.004355 -0.125 0.551 0.254
N -2.458549 3.193761 5.517365 2.267 -0.566 -1.798
H -1.637629 1.588161 7.497735 -0.662 -0.157 -0.314
H -0.266209 0.922041 6.786085 0.510 0.531 -0.293
H -1.657879 0.433381 6.043525 -0.863 0.259 0.067
H -0.488949 3.252921 6.100145 0.230 0.446 -0.311
H -1.428959 1.744251 3.717515 0.261 -0.866 -0.332
H 0.210931 1.408041 4.471835 0.119 -0.028 -0.226
H -0.726169 2.301141 1.555695 -0.222 -0.165 0.243
H 0.994281 2.051711 1.907765 -0.015 -0.130 0.495
H 0.410621 3.603471 1.376865 -0.067 0.235 0.473
H -3.109209 2.535171 5.113655 -2.247 -0.933 0.218
H -2.402049 3.940191 4.839315 -0.131 1.158 0.255
C 2.521131 -0.130939 3.279255 -0.620 -0.346 -0.156
C 2.744311 -1.322119 4.158765 0.550 -1.885 -0.837
C 2.403651 -2.688989 3.452845 -0.823 1.086 0.475
O 1.026741 -2.658049 3.143035 -0.889 -1.055 -0.496
C 0.580991 -3.904679 2.546565 -0.271 1.264 0.299
N 4.135651 -1.397329 4.585165 -0.230 -0.211 0.606
H 2.738341 0.661311 3.995675 0.080 0.809 -0.844
H 1.487311 -0.110249 2.934455 -0.166 0.247 0.089
H 3.140521 -0.192189 2.384435 0.304 0.457 0.148
H 2.114701 -1.135049 5.028655 -0.061 -0.719 0.253
H 2.591021 -3.573019 4.062335 0.419 0.148 0.326
H 2.912111 -2.798349 2.494925 0.720 0.151 -0.031
H 0.684331 -4.746679 3.231015 0.178 -0.013 0.088
H 1.076141 -4.108189 1.597095 0.363 0.001 -0.004
H -0.474589 -3.761159 2.315785 0.081 -0.096 0.083
H 4.754551 -1.554539 3.802645 0.056 0.087 -0.130
H 4.384321 -0.520959 5.021315 0.329 0.027 0.042
C 0.740091 -1.358249 -6.343285 -0.978 -0.635 -0.509
C 0.611351 -1.999999 -4.964345 -0.145 -1.484 0.340
C 1.647731 -3.055279 -4.555985 1.115 -0.101 -0.166
O 1.487591 -3.636519 -3.252445 -2.736 0.432 0.058
C 2.509691 -4.476779 -2.803645 1.303 0.710 -1.376
N 0.558801 -1.039729 -3.925395 0.076 1.494 0.879
H 1.545621 -0.678129 -6.620135 0.148 -0.088 0.657
H -0.224949 -0.861809 -6.445015 0.164 0.639 -0.083
H 0.658351 -2.090179 -7.146845 0.357 -0.352 0.095
H -0.369669 -2.475029 -4.958895 -0.107 -0.382 -0.212
H 2.590261 -2.521459 -4.434465 0.533 0.090 -0.760
H 1.693261 -3.788059 -5.361625 0.313 -0.509 0.177
H 2.348801 -5.059499 -1.896645 -0.874 0.168 -0.247
H 3.361861 -3.830969 -2.591835 0.545 -0.064 0.093
H 2.773781 -5.098029 -3.659455 0.312 -0.613 0.313
H 0.685651 -1.562619 -3.070645 -0.505 0.122 0.336
H 1.428041 -0.530749 -3.999285 0.094 0.551 0.009
C -5.763039 0.624641 2.252385 -0.283 -0.766 0.624
C -4.690199 0.581731 3.368085 -1.007 0.276 -0.915
C -3.468829 -0.281819 2.984725 -0.181 -0.285 0.682
O -3.873559 -1.655279 2.885125 -0.144 0.906 -0.011
C -2.876049 -2.587059 2.440215 -0.374 0.571 0.278
N -4.422979 2.009141 3.688345 1.584 -0.156 0.042
H -6.198949 -0.368279 2.141895 0.177 -0.107 -0.203
H -5.400029 0.978381 1.287405 0.151 0.007 0.174
H -6.588329 1.246431 2.599305 -0.037 0.191 -0.163
H -5.144679 0.197161 4.281125 0.055 -0.376 -0.099
H -2.756459 -0.164149 3.801295 0.406 -0.177 0.248
H -2.969879 0.090481 2.090005 -0.127 -0.051 -0.432
H -2.613229 -2.393419 1.400245 0.145 0.004 -0.027
H -3.301989 -3.586829 2.524665 -0.141 0.165 -0.017
H -1.999429 -2.541059 3.086385 0.169 0.136 -0.024
H -5.286149 2.515761 3.823945 -0.307 -0.149 0.443
H -3.994919 2.498401 2.915375 0.303 -0.097 -0.505
```
Forces are in eV/Å.

Results
Spin multiplicity: 2
Gap between HOMO and LUMO (alpha / beta) in eV: 8.235 / 2.583
Total charge: +1
E_LUMO (alpha / beta) in Eh: -0.0686 / -0.2761

=====

Listing maximum force for the structures above in their given order: 1.86 2.95 eV/A.